Entry 1
Computed, not measured: C5H11P as an isolated structure, with ωB97M-V/def2-TZVPD.

LUMO	0.520	eV
Kohn-Sham gap	9.99	eV
E_HOMO	-9.5	eV

Cartesian coordinates (Å):
C -2.37885 -0.42209 0.68575
C -2.41002 0.96821 1.02709
C 1.62608 0.08976 -1.85696
C 0.97571 -1.46523 -0.11722
C 0.85798 -0.21629 -0.88326
P -2.89966 -1.76552 0.16391
H -1.69050 1.15985 1.84578
H -1.93987 1.63017 0.29719
H -3.35792 1.21103 1.44525
H 1.48380 0.99256 -2.40234
H 2.23561 2.00818 1.07111
H 2.44847 -0.55624 -2.20969
H 1.31125 -1.21127 0.91440
H 0.03840 -1.96292 0.19339
H 1.71184 -2.21478 -0.60547
H 0.12152 0.42195 -0.54983
H 1.86613 1.33263 0.98090

Entry 2
Computed, not measured: the molecule C5H11P, with ωB97M-V/def2-TZVPD.

LUMO	0.724	eV
Kohn-Sham gap	8.49	eV
structure (SMILES)	C=P1(C)CCC1
E_HOMO	-7.8	eV

Cartesian coordinates (Å):
C 2.64257 1.08570 -0.15144
P 0.66856 0.15708 0.19637
C 0.69386 -1.63466 -0.26192
C -0.59279 0.65294 -1.01938
C -1.78885 0.46887 -0.03258
C -0.90878 0.23902 1.19534
H 3.08819 0.67134 0.72468
H 2.14750 2.01630 0.06401
H 1.36390 -1.93306 -1.18470
H 0.98325 -2.19744 0.68220
H -0.35654 -1.83271 -0.60261
H -0.50307 -0.12900 -1.78038
H -0.37836 1.65364 -1.58856
H -2.25415 1.49457 -0.06400
H -2.39936 -0.33678 -0.37538
H -1.02736 0.87020 2.15632
H -1.10902 -0.78234 1.36542

Entry 3
Computed, not measured: the molecule C5H11P, with ωB97M-V/def2-TZVPD.

LUMO	0.963	eV
Kohn-Sham gap	9.63	eV
structure (SMILES)	CC(C)=C(C)P
E_HOMO	-8.7	eV

Cartesian coordinates (Å):
C -0.86898 1.78912 0.59925
C -0.22816 0.34802 0.23356
C -1.40241 -0.58168 0.19274
C 0.91777 -0.26920 -0.18160
C 1.21923 -1.66577 -0.69588
P 2.37365 0.80144 -0.25030
H -1.35081 1.69884 1.58056
H -0.06246 2.63532 0.68881
H -1.56529 2.10186 -0.24649
H -1.52491 -1.10198 1.21608
H -1.22893 -1.40948 -0.59718
H -2.38455 -0.17238 0.00231
H 0.90618 -2.36443 0.13230
H 2.23120 -1.77152 -1.02481
H 0.54659 -1.65665 -1.51848
H 2.45284 0.87475 -1.67424
H 3.39338 -0.23421 -0.31240

Most stable = entry 3